No. 1
{
  "formula": "C2H4OS2",
  "method": "wB97M-V/def2-TZVPD",
  "symbols": ["C", "C", "O", "S", "S", "H", "H", "H", "H"],
  "positions_angstrom": [[1.098, 0.698, -0.177], [-0.309, 0.954, -0.310], [-0.808, -1.887, 0.262], [2.489, 1.306, -0.183], [0.842, -1.729, 0.515], [-1.075, 0.075, -0.068], [-0.488, 1.236, -1.312], [-0.605, 1.854, 0.272], [-1.145, -2.506, 1.002]],
  "e_above_lowest_kcal_mol": 71.10,
  "molar_mass_g_mol": 108.187,
  "orbital_gap_ha": 0.2676
}

=====

No. 2
{
  "formula": "C18H45BeN3O6",
  "method": "wB97M-V/def2-TZVPD",
  "symbols": ["Be", "C", "O", "C", "C", "N", "C", "C", "O", "C", "H", "H", "H", "H", "H", "H", "H", "H", "H", "H", "H", "H", "H", "H", "H", "C", "O", "C", "C", "N", "C", "C", "O", "C", "H", "H", "H", "H", "H", "H", "H", "H", "H", "H", "H", "H", "H", "H", "H", "C", "O", "C", "C", "N", "C", "C", "O", "C", "H", "H", "H", "H", "H", "H", "H", "H", "H", "H", "H", "H", "H", "H", "H"],
  "positions_angstrom": [[-2.335, 12.772, -22.756], [0.351, 15.372, -23.159], [-0.021, 14.032, -22.813], [1.072, 13.348, -22.102], [0.836, 11.830, -22.201], [-0.492, 11.203, -22.046], [-0.657, 10.929, -20.635], [-2.189, 10.424, -20.421], [-3.029, 11.566, -20.751], [-4.221, 11.588, -20.015], [-0.487, 15.923, -23.586], [1.249, 15.613, -23.729], [0.494, 15.945, -22.243], [1.100, 13.650, -21.055], [2.060, 13.558, -22.512], [1.575, 11.277, -21.621], [0.973, 11.598, -23.257], [-0.423, 10.303, -22.500], [-0.418, 11.811, -20.041], [-0.062, 10.086, -20.283], [-2.159, 10.188, -19.358], [-2.365, 9.526, -21.013], [-3.958, 11.446, -18.966], [-4.910, 10.794, -20.302], [-4.677, 12.578, -19.988], [-2.500, 9.266, -23.954], [-2.508, 10.593, -24.274], [-2.343, 10.857, -25.648], [-2.769, 12.309, -25.906], [-2.152, 13.419, -25.189], [-0.692, 13.345, -25.615], [-0.270, 13.280, -27.059], [-1.151, 14.108, -27.757], [-0.783, 14.370, -29.040], [-2.136, 8.552, -24.692], [-3.433, 8.945, -23.492], [-1.806, 9.216, -23.115], [-2.946, 10.171, -26.242], [-1.275, 10.686, -25.789], [-3.855, 12.339, -25.822], [-2.686, 12.434, -26.985], [-2.519, 14.258, -25.615], [-0.152, 12.616, -25.011], [-0.217, 14.271, -25.289], [-0.393, 12.285, -27.487], [0.778, 13.578, -27.089], [0.061, 15.056, -29.112], [-1.538, 15.019, -29.483], [-0.624, 13.485, -29.657], [-1.516, 14.175, -19.396], [-2.302, 14.271, -20.612], [-3.062, 15.508, -20.681], [-3.300, 15.965, -22.083], [-3.683, 14.823, -23.011], [-5.101, 14.432, -22.728], [-5.531, 13.139, -23.374], [-4.755, 12.004, -23.000], [-5.504, 10.787, -22.823], [-1.188, 15.117, -18.956], [-0.583, 13.616, -19.334], [-2.092, 13.785, -18.556], [-2.584, 16.357, -20.193], [-3.950, 15.388, -20.060], [-2.366, 16.347, -22.494], [-4.067, 16.739, -22.098], [-3.748, 15.328, -23.883], [-5.669, 15.300, -23.064], [-5.232, 14.509, -21.648], [-5.409, 13.315, -24.443], [-6.603, 12.997, -23.240], [-4.946, 10.060, -22.233], [-5.737, 10.194, -23.708], [-6.428, 10.971, -22.275]],
  "total_charge": 2,
  "e_above_lowest_kcal_mol": 19.28,
  "molar_mass_g_mol": 408.585,
  "orbital_gap_ha": 0.3257
}

=====

No. 3
{
  "formula": "C3H6N2",
  "method": "wB97M-V/def2-TZVPD",
  "symbols": ["C", "C", "N", "C", "N", "H", "H", "H", "H", "H", "H"],
  "positions_angstrom": [[-0.925, -0.930, -0.128], [0.258, 0.021, -0.372], [-0.241, 1.271, 0.267], [1.550, -0.368, 0.213], [2.557, -0.612, 0.729], [-0.709, -1.723, 0.607], [-1.462, 0.054, 0.268], [-1.258, -1.452, -1.046], [0.403, 0.193, -1.443], [-0.282, 2.104, -0.294], [0.110, 1.442, 1.199]],
  "e_above_lowest_kcal_mol": 39.69,
  "molar_mass_g_mol": 70.095,
  "orbital_gap_ha": 0.3956
}

=====

No. 4
{
  "formula": "C36H44AsF3N5OPbTe",
  "method": "wB97M-V/def2-TZVPD",
  "symbols": ["Pb", "O", "C", "N", "C", "C", "C", "C", "C", "C", "N", "C", "C", "C", "C", "C", "N", "H", "H", "H", "H", "H", "H", "H", "H", "H", "H", "N", "C", "C", "C", "N", "H", "H", "H", "H", "H", "H", "H", "H", "H", "H", "F", "C", "F", "F", "C", "C", "C", "C", "C", "C", "C", "C", "H", "H", "H", "H", "C", "C", "As", "C", "C", "C", "C", "H", "H", "H", "H", "H", "H", "H", "H", "H", "H", "H", "H", "H", "H", "H", "Te", "C", "C", "C", "C", "C", "C", "H", "H", "H", "H", "H"],
  "positions_angstrom": [[-0.681, -0.204, -0.075], [2.756, -3.149, -1.262], [2.072, -2.145, -0.980], [0.791, -2.094, -0.650], [0.108, -3.367, -0.658], [-0.328, -3.797, 0.721], [-0.832, -5.086, 0.917], [-1.267, -5.453, 2.172], [-1.199, -4.524, 3.208], [-0.696, -3.271, 2.919], [-0.263, -2.909, 1.708], [2.834, -0.823, -1.059], [4.067, -0.829, -1.713], [4.801, 0.337, -1.780], [4.296, 1.484, -1.179], [3.066, 1.397, -0.556], [2.337, 0.280, -0.502], [-0.802, -3.295, -1.267], [0.738, -4.146, -1.093], [-0.878, -5.775, 0.081], [-1.660, -6.447, 2.348], [-1.541, -4.763, 4.206], [-0.644, -2.503, 3.685], [4.409, -1.764, -2.131], [5.759, 0.356, -2.284], [4.837, 2.421, -1.192], [2.649, 2.268, -0.059], [-0.154, 2.623, -1.161], [-1.035, 3.754, -1.432], [-1.573, 4.397, -0.165], [-2.664, 3.636, 0.582], [-2.183, 2.395, 1.181], [0.633, 2.898, -0.588], [0.209, 2.242, -2.027], [-1.872, 3.403, -2.042], [-0.532, 4.538, -2.014], [-2.009, 5.357, -0.458], [-0.741, 4.637, 0.512], [-3.453, 3.376, -0.130], [-3.117, 4.330, 1.305], [-2.922, 1.864, 1.626], [-1.461, 2.559, 1.871], [-1.968, -0.828, -9.867], [-2.892, -0.215, -9.106], [-3.034, 1.035, -9.596], [-4.066, -0.839, -9.340], [-2.531, -0.212, -7.653], [-1.365, -0.811, -7.200], [-1.059, -0.797, -5.848], [-1.912, -0.186, -4.926], [-3.088, 0.410, -5.400], [-3.394, 0.397, -6.748], [-1.592, -0.172, -3.528], [-1.312, -0.177, -2.343], [-0.696, -1.288, -7.903], [-0.153, -1.263, -5.486], [-3.757, 0.877, -4.689], [-4.307, 0.859, -7.103], [1.336, -1.398, 5.933], [1.281, 0.020, 5.376], [1.228, 0.125, 3.404], [1.592, 2.068, 3.319], [2.984, 2.543, 3.721], [3.048, -0.543, 3.037], [3.063, -2.028, 2.671], [1.432, -1.385, 7.021], [2.187, -1.955, 5.538], [0.433, -1.962, 5.687], [2.131, 0.602, 5.738], [0.375, 0.525, 5.720], [0.823, 2.533, 3.941], [1.377, 2.368, 2.290], [3.269, 2.190, 4.713], [3.038, 3.635, 3.737], [3.740, 2.187, 3.020], [3.691, -0.320, 3.892], [3.423, 0.034, 2.189], [2.721, -2.660, 3.492], [4.071, -2.350, 2.399], [2.404, -2.228, 1.823], [-3.171, -1.808, 0.710], [-4.778, -0.899, -0.315], [-5.963, -1.604, -0.533], [-7.042, -1.008, -1.175], [-6.957, 0.302, -1.630], [-5.775, 1.007, -1.439], [-4.701, 0.412, -0.789], [-6.040, -2.630, -0.193], [-7.953, -1.576, -1.328], [-7.795, 0.763, -2.137], [-5.687, 2.026, -1.799], [-3.778, 0.967, -0.660]],
  "total_charge": -1,
  "e_above_lowest_kcal_mol": 17.10,
  "molar_mass_g_mol": 1029.498,
  "orbital_gap_ha": 0.2350
}

=====

No. 5
{
  "formula": "CH5N3",
  "method": "wB97M-V/def2-TZVPD",
  "symbols": ["C", "H", "H", "H", "H", "H", "N", "N", "N"],
  "positions_angstrom": [[-0.867, -0.358, -0.034], [1.855, -0.705, -0.689], [1.871, -0.262, 0.931], [0.213, 1.391, -0.341], [-0.487, -1.376, -0.019], [-2.338, 0.969, 0.192], [1.592, -0.016, -0.012], [0.248, 0.403, -0.021], [-2.087, -0.046, -0.008]],
  "e_above_lowest_kcal_mol": 49.86,
  "molar_mass_g_mol": 59.072,
  "orbital_gap_ha": 0.3767
}

=====

No. 6
{
  "formula": "C20H54N6O14",
  "method": "wB97M-V/def2-TZVPD",
  "symbols": ["C", "C", "O", "O", "H", "H", "H", "H", "H", "H", "C", "C", "O", "O", "H", "H", "H", "H", "H", "H", "C", "C", "O", "O", "H", "H", "H", "H", "H", "H", "C", "C", "O", "O", "H", "H", "H", "H", "H", "H", "O", "C", "N", "C", "H", "H", "H", "H", "H", "O", "C", "N", "C", "H", "H", "H", "H", "H", "O", "C", "N", "C", "H", "H", "H", "H", "H", "O", "C", "N", "C", "H", "H", "H", "H", "H", "O", "C", "N", "C", "H", "H", "H", "H", "H", "O", "C", "N", "C", "H", "H", "H", "H", "H"],
  "positions_angstrom": [[-4.553, -1.480, -4.668], [-3.491, -1.389, -3.581], [-2.822, -0.151, -3.605], [-4.052, -1.097, -5.923], [-5.351, -0.802, -4.342], [-4.973, -2.485, -4.636], [-2.731, -2.165, -3.731], [-3.989, -1.532, -2.612], [-2.027, -0.277, -3.052], [-4.062, -0.142, -5.993], [0.134, 5.970, -2.833], [0.717, 4.580, -3.062], [-0.124, 3.502, -2.637], [0.113, 6.183, -1.425], [-0.885, 6.077, -3.200], [0.830, 6.618, -3.373], [1.621, 4.304, -2.508], [0.904, 4.494, -4.133], [-0.298, 3.610, -1.694], [-0.763, 6.431, -1.127], [0.885, -3.722, 3.234], [-0.581, -3.547, 3.533], [-1.225, -4.820, 3.559], [1.440, -4.399, 4.401], [1.399, -2.765, 3.119], [1.124, -4.399, 2.417], [-1.034, -2.961, 2.731], [-0.764, -2.949, 4.429], [-0.951, -5.181, 4.413], [2.373, -4.564, 4.245], [3.649, -2.861, 1.412], [2.392, -2.351, 2.105], [2.819, -1.764, 3.363], [3.205, -3.700, 0.343], [4.273, -3.369, 2.145], [4.134, -1.982, 0.978], [1.732, -3.183, 2.369], [1.801, -1.645, 1.519], [2.205, -2.098, 4.020], [3.971, -4.129, -0.051], [2.993, 1.963, 0.288], [3.281, 1.272, 1.268], [2.422, 1.049, 2.266], [4.704, 0.837, 1.500], [1.477, 1.427, 2.268], [2.593, 0.436, 3.048], [4.820, 0.173, 2.361], [5.298, 1.718, 1.740], [5.116, 0.289, 0.655], [-1.923, -4.316, 0.613], [-3.040, -3.833, 0.499], [-3.786, -4.011, -0.613], [-3.656, -2.949, 1.572], [-4.487, -3.337, -0.859], [-3.266, -4.506, -1.324], [-4.742, -2.953, 1.656], [-3.299, -1.927, 1.425], [-3.296, -3.274, 2.549], [4.582, 2.958, -4.306], [3.455, 2.549, -4.565], [3.034, 2.616, -5.863], [2.691, 1.608, -3.635], [2.142, 2.233, -6.125], [3.511, 3.270, -6.456], [2.635, 1.945, -2.604], [3.234, 0.664, -3.592], [1.713, 1.436, -4.086], [-4.206, 0.053, 2.194], [-3.148, -0.159, 2.772], [-2.420, 0.782, 3.386], [-2.554, -1.559, 2.849], [-2.832, 1.696, 3.486], [-1.606, 0.556, 3.920], [-3.065, -2.300, 3.456], [-1.505, -1.507, 3.156], [-2.506, -1.940, 1.825], [-0.049, 2.220, 1.561], [-0.027, 3.391, 1.145], [0.925, 3.804, 0.320], [-1.154, 4.337, 1.451], [0.971, 4.699, -0.145], [1.689, 3.138, 0.174], [-0.864, 5.381, 1.567], [-1.771, 3.977, 2.266], [-1.770, 4.339, 0.544], [-0.883, -0.397, -1.702], [-0.103, -0.222, -0.764], [0.675, 0.883, -0.737], [-0.121, -1.125, 0.445], [0.373, 1.498, -1.485], [1.060, 1.281, 0.107], [-0.946, -1.828, 0.377], [-0.236, -0.550, 1.371], [0.823, -1.643, 0.631]],
  "e_above_lowest_kcal_mol": 233.28,
  "molar_mass_g_mol": 602.680,
  "orbital_gap_ha": 0.3438
}

=====

No. 7
{
  "formula": "C5H8BrN3",
  "method": "wB97M-V/def2-TZVPD",
  "symbols": ["C", "C", "C", "C", "C", "N", "N", "N", "Br", "H", "H", "H", "H", "H", "H", "H", "H"],
  "positions_angstrom": [[0.000, -2.184, -1.480], [2.010, -2.314, -0.446], [0.113, -0.416, -0.393], [-0.855, 1.478, 0.528], [-0.875, 0.667, -0.731], [1.084, -2.764, -1.300], [2.384, -0.888, -0.538], [1.404, -0.139, -0.512], [-1.493, -2.330, -2.460], [1.757, -2.269, 0.686], [2.908, -2.939, -0.652], [-0.150, -0.982, 0.555], [-1.410, 0.992, 1.405], [-1.189, 2.498, 0.565], [0.217, 1.553, 0.747], [-0.437, 1.242, -1.619], [-1.798, 0.204, -0.967]],
  "e_above_lowest_kcal_mol": 85.28,
  "molar_mass_g_mol": 190.044,
  "orbital_gap_ha": 0.2971
}

=====

No. 8
{
  "formula": "C3H9NO2",
  "method": "wB97M-V/def2-TZVPD",
  "symbols": ["C", "C", "H", "H", "H", "H", "H", "H", "C", "N", "O", "O", "H", "H", "H"],
  "positions_angstrom": [[-0.502, -0.051, -1.528], [0.979, 0.002, -1.827], [1.542, 0.303, -0.939], [1.183, 0.722, -2.625], [1.340, -0.980, -2.147], [-0.716, -0.837, -0.798], [-1.073, -0.265, -2.435], [-0.847, 0.904, -1.121], [-0.384, 0.409, 1.928], [0.588, -0.509, 2.037], [-1.574, -0.185, 1.812], [-0.249, 1.616, 1.909], [-2.191, 0.569, 1.717], [1.551, -0.211, 2.062], [0.354, -1.486, 1.957]],
  "e_above_lowest_kcal_mol": 0.00,
  "molar_mass_g_mol": 91.110,
  "orbital_gap_ha": 0.4170
}